1.
Computed, not measured: a gas-phase ion, C3H9IN (charge +1) in a non-equilibrium geometry, with wB97M-V/def2-TZVPD.

Results
Total energy: -471.71054 Eh
HOMO energy: -13.01 eV
Charge: +1
Largest force on an atom: 3.97 eV/Å

Cartesian coordinates (Å):
C -1.64 -0.06 0.62
C 1.59 -0.37 0.07
C -1.17 -0.04 -0.73
N 0.45 -0.80 -0.69
I -0.59 2.07 -1.28
H -0.84 0.28 1.30
H -2.41 0.58 0.45
H -1.91 -1.04 1.12
H 2.15 -1.27 0.39
H 2.40 0.17 -0.45
H 1.26 0.26 0.91
H -0.08 2.63 0.26
H 0.61 -0.79 -1.70
H 0.18 -1.62 -0.27

---

2.
Computed, not measured: 2 unconnected molecules or ions with the total composition C3H9IN3 in a non-equilibrium geometry, with wB97M-V/def2-TZVPD.

Results
Total energy: -581.27487 Eh
HOMO energy (spin up / spin down): -12.44 / -12.44 eV
Charge: +1
Largest force on an atom: 3.27 eV/Å

Cartesian coordinates (Å):
C -1.38 1.82 -0.03
C -1.60 0.29 0.03
C 0.92 -0.35 -0.19
N 2.85 -2.55 -0.21
N 1.73 -2.36 -0.46
N -0.34 -0.55 0.51
I 2.40 0.87 0.63
H -1.09 2.30 0.89
H -0.57 2.02 -0.79
H -2.36 2.18 -0.41
H -1.71 0.06 -0.98
H -2.47 0.17 0.65
H 0.69 0.00 -1.17
H 3.71 -1.86 -0.15
H -0.57 -1.51 0.18
H -0.21 -0.53 1.50

---

3.
Computed, not measured: 3 unconnected molecules or ions with the total composition C3H9INO2 in a non-equilibrium geometry, with wB97M-V/def2-TZVPD.

Results
Total energy: -622.29896 Eh
HOMO energy: -13.86 eV
Charge: +1
Largest force on an atom: 5.59 eV/Å

Cartesian coordinates (Å):
C 0.59 0.99 -2.71
C 0.04 -0.03 -1.83
C 0.81 0.55 1.37
N 0.16 -0.27 -0.56
O -0.25 1.26 1.55
O 1.20 -0.51 1.93
I -2.39 -2.01 2.71
H 0.14 1.03 -3.71
H 0.68 1.96 -2.10
H 1.74 0.91 -2.74
H -0.74 -0.65 -2.26
H -0.31 -1.13 -0.28
H -2.78 -3.02 3.84
H 1.64 1.12 0.69
H -1.09 0.77 1.59
H 0.56 -0.97 2.51

---

4.
Computed, not measured: 3 unconnected molecules or ions with the total composition C3H9INO2 in a non-equilibrium geometry, with wB97M-V/def2-TZVPD.

Results
Total energy: -622.27070 Eh
HOMO energy: -13.58 eV
Charge: +1
Largest force on an atom: 4.37 eV/Å

Cartesian coordinates (Å):
C 0.50 1.53 1.91
C -0.17 1.58 0.65
C -0.81 0.00 -2.15
N 0.15 0.79 -0.31
O 1.01 0.18 2.10
O 0.05 -0.92 -2.56
I -0.18 -4.03 -1.05
H 1.49 2.16 1.89
H -0.24 1.98 2.70
H -0.91 2.24 0.51
H -1.79 -0.25 -1.91
H 0.83 0.11 0.01
H -0.71 0.92 -2.66
H -0.97 -4.63 0.14
H 1.65 0.05 2.77
H 0.12 -1.73 -2.04

---

5.
Computed, not measured: 2 unconnected molecules or ions with the total composition C3H9INO3 in a non-equilibrium geometry, with wB97M-V/def2-TZVPD.

Results
Total energy: -697.29009 Eh
HOMO energy (spin up / spin down): -14.05 / -14.05 eV
Charge: +1
Largest force on an atom: 4.67 eV/Å

Cartesian coordinates (Å):
C -0.23 0.98 -2.19
C -1.59 0.75 1.27
C 1.91 -0.67 0.85
N -0.11 -0.25 -0.35
O -1.33 -0.28 0.30
O 0.87 0.27 0.41
O 0.04 -1.34 -1.00
I 0.05 -3.26 -0.04
H 0.53 1.77 -2.26
H 0.01 0.25 -2.90
H -1.33 1.33 -2.01
H -1.66 1.70 0.89
H -0.84 0.84 2.09
H -2.57 0.52 1.81
H 2.11 -1.40 0.07
H 1.54 -1.23 1.73
H 2.59 0.01 1.34

---

6.
Computed, not measured: 2 unconnected molecules or ions with the total composition C3H9ISi in a non-equilibrium geometry, with wB97M-V/def2-TZVPD.

Results
Total energy: -706.74274 Eh
HOMO energy (spin up / spin down): -8.14 / -7.98 eV
Largest force on an atom: 3.16 eV/Å

Cartesian coordinates (Å):
C 1.33 1.06 -0.89
C 1.28 0.84 0.63
C 0.84 -0.54 1.03
Si -2.43 -1.59 -0.35
I -3.43 0.63 0.26
H 1.48 2.07 -1.05
H 2.01 0.36 -1.27
H 0.34 0.91 -1.28
H 2.28 1.20 1.27
H 0.66 1.65 1.03
H 0.11 -0.91 1.73
H 1.07 -1.29 0.20
H -2.72 -2.61 0.57
H -2.84 -1.77 -1.87

---

7.
Computed, not measured: 2 unconnected molecules or ions with the total composition C3H9N in a non-equilibrium geometry, with wB97M-V/def2-TZVPD.

Results
Expectation value of S²: 0.751
Total energy: -174.35367 Eh
HOMO energy (spin up / spin down): 1.50 / -5.57 eV
Charge: -1
Largest force on an atom: 1.19 eV/Å
Spin multiplicity: 2

Cartesian coordinates (Å):
C 1.70 -0.10 -5.71
H 2.68 -0.17 -5.22
H 1.46 0.94 -5.92
H 0.96 -0.56 -5.07
H 1.76 -0.65 -6.64
C 0.33 0.37 1.92
C -1.79 -0.09 2.84
N -0.69 -0.50 2.40
H 0.94 0.72 2.78
H 0.05 1.33 1.44
H 0.97 -0.12 1.20
H -2.50 -0.77 3.31
H -2.15 0.96 2.77

---

8.
Computed, not measured: a single C3H9N molecule in a non-equilibrium geometry, with wB97M-V/def2-TZVPD.

Results
Total energy: -174.43145 Eh
HOMO energy: -8.69 eV
Largest force on an atom: 1.99 eV/Å
SMILES: CCNC

Cartesian coordinates (Å):
C -1.53 0.57 -0.12
C -0.65 -0.64 0.27
N 0.71 -0.65 -0.25
C 1.55 0.50 0.11
H -2.61 0.36 0.14
H -1.23 1.53 0.46
H -1.53 0.74 -1.20
H -0.61 -0.70 1.38
H -1.18 -1.59 -0.02
H 0.66 -0.75 -1.26
H 1.10 1.51 -0.11
H 1.69 0.41 1.18
H 2.52 0.46 -0.39

---

9.
Computed, not measured: a molecular structure, C3H9N in a non-equilibrium geometry, with wB97M-V/def2-TZVPD.

Results
Total energy: -174.37725 Eh
HOMO energy: -9.10 eV
Largest force on an atom: 7.50 eV/Å

Cartesian coordinates (Å):
C -0.79 -0.13 0.43
C 0.01 0.19 -1.17
C -0.04 0.48 1.59
N 1.08 -0.67 -1.00
H 0.78 -1.64 -1.12
H -1.76 0.35 0.26
H -0.97 -1.20 0.56
H 0.28 1.24 -1.15
H -0.71 -0.07 -1.95
H 1.68 -0.48 -2.12
H -0.64 0.43 2.51
H 0.90 -0.05 1.77
H 0.19 1.53 1.41

---

10.
Computed, not measured: 2 unconnected molecules or ions with the total composition C3H9N in a non-equilibrium geometry, with wB97M-V/def2-TZVPD.

Results
Total energy: -174.40480 Eh
HOMO energy: -9.18 eV
Largest force on an atom: 1.20 eV/Å
SMILES: C=CC.N

Cartesian coordinates (Å):
C 1.46 -1.88 1.98
C 1.23 -0.99 1.01
C -0.14 -0.56 0.58
H 2.35 -2.47 2.15
H 0.74 -1.85 2.80
H 2.07 -0.55 0.46
H -0.54 -1.31 -0.10
H -0.06 0.36 0.02
H -0.83 -0.35 1.39
N -1.85 2.75 -2.74
H -2.37 1.98 -2.34
H -1.19 2.36 -3.40
H -2.43 3.47 -3.14

---

11.
Computed, not measured: a gas-phase ion, C3H9N2 (charge +1) in a non-equilibrium geometry, with wB97M-V/def2-TZVPD.

Results
Total energy: -228.94041 Eh
HOMO energy: -15.84 eV
Charge: +1
Largest force on an atom: 7.26 eV/Å
SMILES: CC/[NH+]=C/N

Cartesian coordinates (Å):
C 0.12 1.60 -1.36
C 0.36 1.07 0.03
N 0.45 -0.43 0.04
C -0.50 -1.00 0.71
N -0.65 -2.31 0.97
H -0.77 2.13 -1.62
H 0.22 0.73 -2.06
H 0.90 2.33 -1.54
H -0.39 1.49 0.82
H 1.23 1.49 0.46
H 1.39 -0.87 0.09
H -1.43 -0.53 1.06
H 0.20 -2.91 0.76
H -1.12 -2.79 1.63

---

12.
Computed, not measured: a gas-phase ion, C3H9N2 (charge +1) in a non-equilibrium geometry, with wB97M-V/def2-TZVPD.

Results
Total energy: -228.75788 Eh
HOMO energy: -14.66 eV
Charge: +1
Largest force on an atom: 3.47 eV/Å

Cartesian coordinates (Å):
C -0.62 -1.10 0.92
C 0.38 -1.10 -0.35
N 0.55 1.28 0.78
C -0.06 1.30 -0.48
N 0.01 -0.02 -1.09
H -1.58 -0.61 0.64
H -0.14 -0.57 1.80
H -0.79 -2.13 1.32
H 0.61 -2.07 -0.88
H 1.33 -0.72 0.07
H -1.16 1.58 -0.30
H 0.89 2.23 0.88
H 0.29 2.02 -1.29
H 0.30 -0.10 -2.03